Entry from the OMol25 dataset: a structure of composition C23H50N6O2SbSi3Ti (ωB97M-V/def2-TZVPD).

Output
Total energy ... -90980.7930 eV
2S+1 ... 3
HOMO level (spin up / spin down) ... -8.01 / -10.14 eV
Net charge ... +1
E_LUMO (spin up / spin down) ... -1.96 / -1.98 eV

Structure (XYZ):
```
86
C23H50N6O2SbSi3Ti ωB97M-V/def2-TZVPD
H -3.634 3.459 -0.159
H 3.645 -3.054 -0.996
H -3.342 3.362 2.787
H -4.801 1.354 -1.077
H 2.836 2.170 1.140
C -2.632 -0.411 4.322
C -4.988 -1.627 1.711
H 0.401 -0.566 3.006
C -1.631 1.789 -2.778
H -3.017 -2.491 -1.273
H 3.037 -2.507 0.464
H -4.744 -2.407 -1.495
Ti 0.775 -1.300 0.512
H -2.266 0.874 -2.758
H -4.671 -1.295 2.730
H 6.716 -2.245 0.246
N 4.928 -1.518 -0.422
C -3.850 -1.762 -1.274
H 0.111 1.569 4.245
C 2.890 1.038 1.294
C -0.860 -2.961 1.924
H -4.275 2.360 4.128
C -0.780 2.147 3.941
H -2.488 4.718 -0.666
H -2.707 -1.310 3.676
C 2.103 0.952 -4.141
H 1.881 -1.396 3.089
C -2.887 3.763 -0.953
C 0.901 -0.598 -2.755
H 1.801 0.900 -6.261
C 6.380 -1.268 -0.118
Si -2.261 1.100 3.253
H -0.247 -3.198 -4.209
H -3.588 -0.424 4.864
C -3.722 2.355 3.163
N 4.019 0.483 0.519
H -4.814 -2.708 1.632
O -2.062 -3.140 2.071
H 2.975 1.650 -4.220
N 0.911 -1.431 2.726
H 1.083 2.866 -1.049
H -0.723 1.471 -3.280
H 2.885 0.926 2.388
C 3.946 -0.853 0.276
C 0.820 -0.765 -5.227
O -0.280 -2.823 0.719
H -5.445 1.627 0.482
H -3.383 3.861 -1.968
Si -1.459 2.547 -1.087
N 0.818 -1.579 -1.640
Si -4.106 -0.673 0.258
H -1.154 2.599 4.906
H -3.747 -1.085 -2.106
H -2.183 2.518 -3.472
H 0.547 -1.329 -6.134
H 0.248 4.251 -1.759
C 0.188 -2.673 3.023
H 4.319 2.408 -0.230
H -6.035 -1.318 1.613
H 0.924 -3.487 3.109
H -4.464 1.991 2.434
H 1.891 0.606 1.059
C 0.171 3.556 -0.933
C 0.478 -2.721 -2.229
C 0.645 -1.293 -3.923
H -1.808 -0.540 5.071
H -0.385 3.007 3.342
H 5.774 1.715 0.452
H 5.180 1.151 -1.137
H -0.302 -2.701 4.019
C 1.720 0.508 -2.862
H 5.147 -2.787 -2.019
H 2.002 0.934 -1.871
C 4.866 1.484 -0.142
N 0.336 -2.633 -3.571
H 5.221 -3.704 -0.499
C 4.682 -2.866 -0.987
Sb -1.623 0.548 0.743
N 2.836 -1.530 0.621
H 6.514 -0.486 0.632
C 1.521 0.394 -5.305
H 6.904 -1.019 -1.076
C -5.244 0.789 -0.232
H 0.507 -3.689 -1.701
H -6.162 0.345 -0.599
H 0.286 4.028 0.003
```

=====

Entry from the OMol25 dataset: an isolated molecule of C22H20N2O7 (ωB97M-V/def2-TZVPD).

Output
Total energy ... -40454.4727 eV
Energy relative to the best compared isomer or geometry (same formula, charge and spin) ... 0.0 kJ/mol
HOMO level ... -9.34 eV
SMILES ... CC(C)CCN1C(=O)c2ccc(C(=O)Nc3cc(C(=O)O)cc(C(=O)O)c3)cc2C1=O
E_LUMO ... -0.80 eV

Structure (XYZ):
```
51
C22H20N2O7 ωB97M-V/def2-TZVPD
H -3.968 0.347 0.808
H 2.139 -3.994 -0.433
H 2.036 -6.059 -2.118
H 3.242 -5.303 -3.160
C -0.244 -1.490 2.684
C -0.193 -1.521 1.306
H 0.232 -0.290 4.400
N 0.860 3.126 2.879
C 0.140 -4.081 -2.278
H -1.405 1.778 2.311
H -0.663 -2.313 3.241
H -2.630 4.315 -0.890
C 2.180 -5.354 -2.934
H -1.327 7.195 -2.051
H -0.034 -4.666 -1.373
C -2.102 2.946 0.669
H 1.354 3.911 3.289
O 0.293 6.934 -0.406
C 0.072 4.590 1.147
O -4.166 2.338 -0.357
C 0.280 -0.805 -0.863
O -1.237 -3.582 0.548
O -1.519 6.370 -1.577
H 0.912 5.249 1.312
H 2.237 -2.391 -1.174
C 2.419 -3.450 -1.334
C -3.259 2.062 0.383
C -1.211 2.636 1.689
O -3.191 0.885 1.027
H -0.319 -4.618 -3.111
O 0.623 -0.158 -1.819
N -0.324 -2.052 -0.914
C -0.613 6.169 -0.617
C 1.271 1.905 3.344
C -0.090 3.435 1.906
C 0.255 -0.361 3.323
C 0.373 -0.469 0.580
H -1.676 -2.932 -2.206
H 1.317 1.450 0.633
C -0.663 -2.544 0.337
C 0.872 0.650 1.205
C 1.646 -3.976 -2.543
C -0.843 4.918 0.152
H 1.806 -3.290 -3.383
C 0.776 0.707 2.599
H -0.310 -2.067 -2.960
C -0.598 -2.747 -2.154
O 2.020 1.825 4.291
H 1.663 -5.735 -3.812
C -1.925 4.086 -0.107
H 3.488 -3.579 -1.490
```

=====

Entry from the OMol25 dataset: a structure of composition C42H52BrCl2IN10S (ωB97M-V/def2-TZVPD).

Output
Total energy ... -173319.2540 eV
HOMO level ... -8.05 eV
E_LUMO ... -0.83 eV

Structure (XYZ):
```
109
C42H52BrCl2IN10S ωB97M-V/def2-TZVPD
C 3.339 2.540 -6.253
H -2.180 -5.207 -2.374
C -5.592 -1.845 -2.892
H 2.083 -2.282 -4.983
H -4.296 3.631 -5.997
H 1.696 2.038 12.541
H -3.734 -0.843 -0.342
Cl 1.908 0.920 2.709
H -3.365 -1.598 -2.919
H 1.956 1.274 10.173
C 3.156 -3.487 -6.539
H -5.834 -2.180 -3.888
C -5.292 2.112 -4.700
C -0.742 -3.718 -0.289
H -2.365 3.327 -4.436
C -6.489 -1.634 -1.879
C -1.055 -2.662 0.697
C -4.315 2.955 -5.158
C 0.476 2.081 8.119
H 1.079 -0.981 -7.138
H 2.059 -2.071 -9.167
H -2.820 -3.737 1.081
C 5.669 6.294 -4.864
N -5.789 -1.218 -0.778
N 2.276 -2.366 -8.233
C -3.507 1.919 -3.348
C -2.282 -2.912 1.576
C 0.323 -3.597 -1.129
H 6.928 7.405 -7.694
C -1.300 2.993 7.091
H 3.732 -4.200 -5.972
H 1.259 -1.340 2.802
C -0.610 1.953 8.946
H 3.308 0.303 -6.387
H 7.744 6.049 -5.487
I 0.742 -5.159 -2.515
N -1.541 -4.879 -0.421
C 3.654 0.159 10.754
C -2.586 -4.741 -1.460
Br -0.134 -3.725 3.476
C 0.827 -1.461 -0.133
H 3.634 -3.952 -8.668
H -6.268 1.981 -5.139
C 0.037 2.741 6.942
C 0.677 -0.423 2.906
H 0.895 -0.397 5.019
C -2.026 -3.478 3.030
H -2.458 -4.484 3.080
C -4.779 1.454 -3.550
C 0.079 -0.215 4.297
H 3.692 0.884 13.964
H -2.009 3.473 6.437
C -4.300 -1.541 -2.385
H -0.710 -0.931 4.545
C 2.293 -2.484 -6.022
H 3.644 2.863 -7.235
H -2.794 -3.693 -1.724
H -2.204 -2.554 5.036
C -4.455 -1.155 -1.080
H 1.475 1.740 8.332
N 4.602 6.895 -5.477
C 3.163 1.200 -5.810
H 3.061 4.433 -5.108
C 4.247 0.006 11.979
H -2.618 2.549 8.682
H -3.207 -1.735 3.748
H -5.285 0.726 -2.943
H -3.897 -5.850 -0.072
H -3.968 -6.428 -1.739
H 3.673 6.950 -5.101
C -3.887 -5.521 -1.123
C -0.371 -0.321 1.719
H 5.563 5.830 -3.898
C 3.050 3.361 -5.196
N 2.268 -2.211 -1.856
C 3.501 0.778 12.909
C 3.126 -3.387 -7.904
C 2.481 1.375 12.217
H 4.298 7.930 -7.317
Cl -2.006 0.178 2.232
H 0.012 0.524 1.132
H -0.710 1.516 9.926
N 2.703 2.571 -4.132
H -7.560 -1.743 -1.846
C 6.327 7.131 -6.843
C -0.277 -1.529 0.783
C 2.774 1.253 -4.498
C 4.996 7.412 -6.682
C 1.191 -2.461 -1.118
N 1.702 -0.441 -0.157
N 2.578 0.990 10.908
N -1.687 2.506 8.311
N -3.230 2.829 -4.334
H 2.437 2.906 -3.224
C 6.754 6.422 -5.689
H -0.242 0.818 4.475
H 0.635 3.002 6.084
C -2.802 -2.678 4.123
H -2.777 1.681 -2.592
S 2.787 -0.776 -1.280
H 3.904 -0.250 9.789
H -1.920 -5.193 0.463
H -6.193 -0.993 0.113
H 2.540 0.471 -3.794
H -3.670 -3.283 4.438
H -4.758 -4.888 -1.339
C 1.768 -1.808 -7.091
H 5.118 -0.593 12.187
H -3.006 -2.093 1.572
```

=====

Entry from the OMol25 dataset: a structure of composition C41H59BF5N8O6P2S (ωB97M-V/def2-TZVPD).

Output
Total energy ... -111349.6529 eV
Energy relative to the best compared isomer or geometry (same formula, charge and spin) ... 0.0 kJ/mol
HOMO level ... -10.88 eV
Net charge ... +1
E_LUMO ... -2.38 eV

Structure (XYZ):
```
123
C41H59BF5N8O6P2S ωB97M-V/def2-TZVPD
C 0.094 -3.796 2.684
H 4.261 1.575 -1.264
C 0.137 0.160 1.937
H -3.358 2.921 -5.982
H -2.382 -0.695 -0.293
H -1.095 -4.205 0.931
C 3.825 0.723 -0.743
H 1.478 0.063 4.223
H 4.746 -2.062 3.856
C 7.252 2.015 0.490
C 8.324 2.788 0.908
F 0.414 -1.831 3.882
C -9.609 6.657 -4.522
C 5.136 -1.672 2.914
F -0.449 -6.289 -0.607
H 4.715 3.546 1.799
O -2.334 -3.591 -0.808
H 1.260 -3.811 4.497
H -5.100 -4.389 0.089
H 7.417 1.141 -0.129
H 4.592 -0.048 -0.717
P -1.292 0.757 3.063
H -1.183 0.959 5.226
H -2.403 3.578 -3.788
N 0.429 0.326 -0.625
C -2.122 -1.484 0.398
C 2.685 0.196 -1.547
H 2.648 -3.291 2.385
H 8.877 4.532 2.036
N -5.037 -3.919 0.985
H -1.021 2.123 2.981
C 1.700 -1.742 1.246
H -10.549 7.135 -4.285
H 1.634 -2.521 0.492
F -1.500 -2.125 2.951
O 2.753 -0.741 -2.306
H 1.622 3.205 -3.793
H -6.406 4.903 -5.540
C -3.677 -3.441 1.248
H -2.409 1.991 -1.440
C -3.023 -2.701 0.066
H -0.923 -2.328 -2.320
H -1.399 3.414 1.407
C -5.984 2.330 -3.941
O -2.097 1.300 -0.832
H 5.198 -0.588 3.026
H 7.228 -1.664 3.343
H -6.425 6.272 -3.465
C 0.044 -1.053 -0.869
H -8.548 7.425 -2.818
C 2.070 2.354 -3.291
C -5.361 2.722 -2.768
C 7.052 -2.018 1.247
H 6.605 -3.254 2.958
H 6.507 5.053 2.629
H 9.333 2.523 0.624
H 4.481 -2.811 1.197
H 6.575 -2.707 0.549
C 0.966 1.612 -2.586
C -8.497 6.815 -3.711
H 2.818 2.711 -2.586
C -3.956 2.851 -5.084
H 2.563 1.698 -4.008
C -0.464 -4.599 1.707
H -0.425 -2.760 0.149
F -0.553 -8.050 0.656
H -5.893 2.690 -1.823
H 2.105 -0.863 0.760
H 1.133 2.036 3.366
N 0.231 -1.381 1.637
C -5.263 2.396 -5.124
P 1.585 0.758 3.026
C -0.605 -1.716 0.357
C -3.424 3.219 -3.857
C -0.858 -6.751 0.592
H 0.942 -1.629 -1.096
H 6.863 -1.006 0.888
H -1.689 -0.694 -2.182
C -7.308 5.414 -5.224
C -0.182 -2.309 2.791
C -7.319 6.179 -4.067
H 1.632 -6.202 4.478
N -1.322 0.242 4.527
C 4.144 -1.948 1.771
C -0.772 -1.266 -2.146
H -10.342 5.716 -6.313
F -2.209 -6.644 0.594
N -4.104 3.162 -2.712
B -1.424 1.790 0.233
N 5.984 2.280 0.802
C -0.243 -5.960 1.707
S 1.124 2.531 0.546
C 2.719 -2.214 2.295
H -7.008 1.986 -3.929
H 2.631 -1.753 3.269
H -3.877 -2.279 -0.475
C -9.493 5.865 -5.655
H 0.536 3.181 1.560
H -2.513 -1.132 1.337
C 0.516 -6.550 2.691
O 2.925 0.697 2.408
C 6.555 -2.200 2.674
H 8.123 -2.206 1.183
H -2.638 -4.493 -0.659
N 1.391 0.899 -1.441
C 0.835 -4.391 3.694
H -5.675 -3.134 0.941
H 0.700 -7.614 2.705
C 1.041 -5.752 3.693
H -3.756 -2.769 2.099
H -3.099 -4.327 1.515
C 8.068 3.902 1.691
H -0.151 -0.904 -2.964
O -0.187 1.653 -2.927
H 3.553 1.015 0.267
H -5.718 2.103 -6.061
C 5.755 3.354 1.555
N -8.368 5.249 -6.011
O -1.974 2.877 0.860
C 0.023 1.039 0.589
H 4.149 -1.085 1.115
C 6.754 4.194 2.021
H -2.460 0.558 2.321
```

=====

Entry from the OMol25 dataset: a structure of composition C33H29AsBF8O2P2V (ωB97M-V/def2-TZVPD).

Output
Total energy ... -166307.3260 eV
2S+1 ... 2
HOMO level (spin up / spin down) ... -11.05 / -11.05 eV
Net charge ... +1
E_LUMO (spin up / spin down) ... -4.72 / -4.33 eV

Structure (XYZ):
```
77
C33H29AsBF8O2P2V ωB97M-V/def2-TZVPD
C -6.264 1.126 1.075
C 4.718 2.072 0.633
P 1.848 -3.372 -3.946
H 1.587 -6.087 1.821
H 4.201 3.000 0.834
C 0.681 -2.659 0.290
H -7.012 1.515 4.352
H 6.429 2.500 1.843
C 0.005 -4.795 1.174
H 7.587 0.396 1.358
H -6.675 1.340 0.094
C -0.324 -3.563 0.626
C 4.838 -0.075 -0.468
F 2.255 -1.665 -4.393
C 1.961 1.131 2.530
C 6.621 0.582 0.911
C 4.186 1.114 -0.197
C -2.474 -0.766 0.265
C 0.074 1.501 0.530
V 1.353 -0.968 -2.736
F 1.375 -3.599 -5.402
H -0.781 -5.494 1.428
H -4.853 0.334 4.572
C 1.389 2.380 2.339
C 1.093 1.018 -2.737
C -2.103 3.102 -2.470
H -3.591 -0.321 2.579
P 0.294 -1.070 -0.465
C -6.968 1.507 2.206
H -0.030 3.526 1.199
H -2.364 4.694 0.505
C 1.333 -5.126 1.394
H -1.364 -3.322 0.463
C 0.665 0.249 0.707
H -2.061 -0.080 1.005
F 0.362 -2.636 -3.576
B 2.925 -0.076 -1.539
F 0.049 0.295 -3.548
C -6.460 1.224 3.468
F 3.331 -3.748 -4.184
F 1.379 -4.725 -3.361
H -1.405 5.002 -1.754
H -7.917 2.016 2.104
H 6.573 -1.307 -0.157
H -1.721 3.249 -3.473
C 0.439 2.562 1.343
C -1.930 4.088 -1.508
C 5.961 1.779 1.187
C -5.249 0.563 3.591
H 1.672 3.208 2.975
O 4.051 -0.840 -1.318
C -1.486 -0.982 -0.881
C -3.145 2.744 0.082
H 3.377 -4.492 1.214
F 1.731 1.794 -3.591
C -4.537 0.191 2.457
H -3.552 2.616 1.078
H -2.981 1.203 -2.930
C -2.807 1.945 -2.156
C -5.037 0.474 1.191
H -2.720 -1.700 0.768
C 2.339 -4.230 1.056
H -1.548 -0.146 -1.585
H -1.714 -1.876 -1.470
F 2.235 -2.801 -2.401
C 1.601 0.065 1.721
C 6.068 -0.379 0.069
H 2.692 0.981 3.314
As -4.150 0.012 -0.475
H 2.816 -2.334 0.201
O 2.984 1.133 -0.882
H 0.543 1.589 -1.993
H 2.056 -0.902 1.888
C 2.019 -3.006 0.495
C -2.468 3.914 -0.239
H -0.691 1.665 -0.226
C -3.313 1.743 -0.873
```

=====

Entry from the OMol25 dataset: a cluster of 2 separate species, C5H14 in total (ωB97M-V/def2-TZVPD).

Output
Total energy ... -5411.7628 eV
Energy relative to the best compared isomer or geometry (same formula, charge and spin) ... 27.7 kJ/mol
HOMO level ... -11.41 eV
SMILES ... CCC.CC
E_LUMO ... 1.15 eV

Structure (XYZ):
```
19
C5H14 ωB97M-V/def2-TZVPD
C -1.146 -2.212 -0.427
C -0.359 -1.164 0.341
C 0.201 -1.699 1.675
C 1.358 2.357 -0.513
H -0.610 -3.157 -0.543
H 0.490 -0.900 -0.294
C -0.129 2.456 -0.937
H -0.155 2.522 -2.026
H -0.412 -2.527 2.026
H 2.061 2.431 -1.337
H -2.101 -2.454 0.053
H 0.158 -0.910 2.427
H -1.002 -0.299 0.443
H -0.596 3.347 -0.532
H 1.239 -1.994 1.555
H -1.440 -1.906 -1.435
H 1.602 3.141 0.203
H -0.683 1.569 -0.663
H 1.521 1.401 -0.016
```

=====

Entry from the OMol25 dataset: a cluster of 2 separate species, C7H16O in total (ωB97M-V/def2-TZVPD).

Output
Total energy ... -9563.3559 eV
Energy relative to the best compared isomer or geometry (same formula, charge and spin) ... 281.2 kJ/mol
HOMO level ... -9.52 eV
SMILES ... CC(C)(C)O.C=CC
E_LUMO ... 0.87 eV

Structure (XYZ):
```
24
C7H16O ωB97M-V/def2-TZVPD
H -2.028 1.581 1.040
H 3.019 0.700 -1.578
H -2.762 0.516 -2.094
H 2.652 -0.936 0.784
H 4.224 2.137 -0.166
H -2.233 -0.822 2.226
O -2.470 1.240 0.256
C -0.448 0.056 -0.018
H -2.440 -2.164 1.110
H 4.600 0.929 1.049
H -0.053 -0.908 -0.310
C -2.672 -0.366 -1.421
C 2.564 -0.768 -0.225
H 2.298 -1.477 -0.949
H -1.864 -1.053 -1.807
H -3.696 -1.048 1.169
H -3.665 -0.868 -1.320
C -2.586 -1.064 1.094
H 2.879 1.717 1.130
C 3.668 1.404 0.410
H 0.119 0.722 -0.690
H -0.135 0.141 0.961
C 3.086 0.382 -0.570
C -2.056 -0.052 -0.081
```

=====

no.,F_max (hartree/bohr)
1,0.0627
2,0.0136
3,0.0386
4,0.0198
5,0.0200
6,0.0229
7,0.0731